{"formula": "CHClF2OS2", "method": "ωB97M-V/def2-TZVPD", "elements": ["O", "S", "S", "Cl", "C", "F", "F", "H"], "xyz": [[1.4815, -1.5208, -0.1072], [0.9541, -0.1668, -0.0186], [1.7835, 1.0642, 1.1092], [0.6039, 0.7218, -2.2308], [-0.9502, -0.0427, 0.2511], [-1.5910, -0.6944, -0.6786], [-1.2135, -0.5264, 1.4665], [-1.0683, 1.1651, 0.2085]], "forces_ev_per_a": [[-0.9, 1.2, -0.4], [0.0, -0.7, -1.2], [0.0, 0.3, -0.2], [0.5, -0.8, 1.9], [0.8, 3.2, 0.3], [-0.3, -0.3, 0.0], [0.0, -0.1, -0.4], [0.0, -2.9, 0.0]], "nbo_charge": [-0.8162, 1.3613, -0.2227, -0.3600, 0.4372, -0.2831, -0.3065, 0.1900], "total_charge": 0, "e_homo_ha": -0.3923, "e_above_lowest_ev": 1.432, "lumo_energy_ev": -2.2, "e_tot_ha": -1570.1640, "orbital_gap_ev": 8.46, "max_force_ev_per_a": 3.33}